# 1
DFT (the ωB97M-V functional and the def2-TZVPD basis) results for a molecular structure, C3H8O3Y.

Structure (XYZ):
```
15
Properties=species:S:1:pos:R:3:lowdin_charge:R:1
O -3.2394 0.8022 3.0549 -0.294
C -2.0246 0.3303 3.1455 0.049
C -4.4639 -0.3900 5.5827 0.175
O -3.9051 0.7647 6.0026 -0.249
Y -3.7527 2.3570 4.5192 1.794
H -1.7859 -0.7423 3.1837 0.127
H -1.2257 0.9533 2.7100 0.110
H -4.0336 -1.3263 5.9680 0.145
H -5.5521 -0.3256 5.4131 0.133
O -4.8393 -2.3709 2.1481 -0.152
H -4.7272 -1.3808 2.1474 0.065
C -6.2001 -2.7459 2.1569 -0.160
H -6.3783 -3.6097 2.8173 0.090
H -6.8540 -1.9227 2.4823 0.075
H -6.4754 -3.0284 1.1327 0.091
```

Its spin multiplicity is 2. Its energy above the lowest of the compared OMol25 structures with the same formula, charge and spin is 89.3 kJ/mol. The LUMO energy (spin up / spin down) comes out at -0.3913 / -0.3889 Ha. The total energy comes out at -10404.2236 eV. Its HOMO-LUMO gap (spin up / spin down) is 0.1914 / 0.1938 Ha. Its charge is +2.

# 2
DFT (the ωB97M-V functional and the def2-TZVPD basis) results for a single C3H8OS molecule.

Structure (XYZ):
```
13
Properties=species:S:1:pos:R:3:lowdin_charge:R:1
C 1.2945 -0.3275 0.7705 -0.171
C 0.0824 -0.4848 -0.1642 -0.725
C -1.2088 0.3386 0.2828 -0.309
H 1.1607 -0.7342 1.7836 0.069
H 2.1800 -0.7453 0.1433 0.087
H 1.6543 0.7680 0.9402 0.095
H -0.1753 -1.5433 -0.0895 0.107
H 1.0102 1.2182 -1.4426 -0.138
H -1.4391 -0.0952 1.3250 0.137
H -0.8967 1.4355 0.3935 0.128
H -1.9372 0.0943 -1.5274 0.043
O -2.2548 0.0101 -0.6088 -0.110
S 0.5299 0.0656 -1.8065 0.788
```

Its energy above the lowest of the compared OMol25 structures with the same formula, charge and spin is 55.4 kJ/mol. The LUMO energy comes out at 0.0301 Ha. The total energy comes out at -16122.6637 eV. Its HOMO-LUMO gap is 0.3768 Ha. Its SMILES is C[C@H](S)CO.

# 3
DFT (the ωB97M-V functional and the def2-TZVPD basis) results for 3 unconnected molecules or ions with the total composition C3H8OS.

Structure (XYZ):
```
13
Properties=species:S:1:pos:R:3:lowdin_charge:R:1
C 1.1489 2.1949 0.3783 -0.539
C -2.9907 -1.0541 0.1601 -0.082
C -3.1811 0.1060 -0.4317 -0.097
O 4.0906 -1.7062 0.0377 -0.080
S 1.4234 0.8488 -0.4702 0.630
H 2.0554 2.6896 0.7218 -0.002
H 0.3173 2.7665 0.0727 -0.026
H -2.1601 -1.5903 -0.0784 0.006
H 4.1373 -2.6678 0.3227 0.073
H -3.7927 -1.4107 0.8620 0.071
H -4.1542 0.6506 -0.4173 0.056
H -2.4080 0.6371 -1.0089 0.044
H 3.4445 -1.2331 0.4983 -0.054
```

Its energy above the lowest of the compared OMol25 structures with the same formula, charge and spin is 252.4 kJ/mol. The LUMO energy comes out at -0.0288 Ha. The total energy comes out at -16120.6215 eV. Its HOMO-LUMO gap is 0.3051 Ha. Its SMILES is C=C.C=S.O.

# 4
DFT (the ωB97M-V functional and the def2-TZVPD basis) results for a single C3H8OS molecule.

Structure (XYZ):
```
13
Properties=species:S:1:pos:R:3:lowdin_charge:R:1
C -0.3816 1.7552 -0.6539 -0.307
O -0.3831 2.0913 -2.0191 -0.093
C 0.0353 0.2929 -0.5957 -0.261
C 0.2794 -0.2392 0.8492 -0.671
S 0.1677 -1.9624 1.2337 0.682
H 0.3894 2.2138 -0.1031 0.095
H -1.3867 2.0509 -0.1579 0.147
H -0.7100 1.2930 -2.5376 0.119
H -0.7579 -0.3775 -0.8795 0.087
H 0.9222 0.2987 -1.2527 0.128
H -0.3411 0.3537 1.6632 0.109
H 1.1844 0.2595 1.2269 0.068
H 1.4828 -2.2766 0.8564 -0.102
```

Its energy above the lowest of the compared OMol25 structures with the same formula, charge and spin is 104.4 kJ/mol. The LUMO energy comes out at 0.0318 Ha. The total energy comes out at -16122.1555 eV. Its HOMO-LUMO gap is 0.3730 Ha. Its SMILES is OCCCS.

# 5
DFT (the ωB97M-V functional and the def2-TZVPD basis) results for a single C3H8OS molecule.

Structure (XYZ):
```
13
Properties=species:S:1:pos:R:3:lowdin_charge:R:1
C 0.2960 1.8689 -1.2576 -0.091
C -0.7808 0.0088 -0.3059 -0.611
C 0.4904 -1.7989 1.5157 -0.444
H 0.9793 2.5042 -0.6766 0.094
H 0.5710 1.8038 -2.3187 0.091
H -0.6879 2.2839 -1.2151 0.071
H -1.5736 -0.1408 -1.1641 0.111
H -1.2453 0.5317 0.5404 0.085
H 0.1504 -1.4254 2.4780 0.041
H 0.4929 -2.9085 1.5567 0.025
H 1.5206 -1.6310 1.2700 0.029
O 0.4241 0.6142 -0.5861 -0.238
S -0.6370 -1.7108 0.1631 0.838
```

Its energy above the lowest of the compared OMol25 structures with the same formula, charge and spin is 109.1 kJ/mol. The LUMO energy comes out at 0.0365 Ha. The total energy comes out at -16122.1062 eV. Its HOMO-LUMO gap is 0.3562 Ha. Its SMILES is COCSC.

# 6
DFT (the ωB97M-V functional and the def2-TZVPD basis) results for 2 unconnected molecules or ions with the total composition C3H8OS2.

Structure (XYZ):
```
14
Properties=species:S:1:pos:R:3:lowdin_charge:R:1
S 0.7268 1.0121 0.0836 0.479
S -1.2555 0.8979 -0.2570 0.465
C 0.8895 -0.3276 1.3182 -0.520
C -1.4326 -0.8028 0.4105 -0.527
C -0.0499 -1.4410 0.7772 -0.318
H 0.5265 -0.0823 2.3348 0.082
H 1.8763 -0.8185 1.4225 0.088
H -1.9795 -1.3885 -0.3532 0.069
H -2.1139 -0.6508 1.2697 0.065
H -0.2327 -2.1843 1.5770 0.110
H 0.3719 -1.9799 -0.0930 0.112
O 1.2299 2.3874 -2.9050 -0.109
H 0.6162 2.2706 -2.1447 -0.043
H 0.8270 3.1077 -3.4407 0.049
```

Its energy above the lowest of the compared OMol25 structures with the same formula, charge and spin is 24.9 kJ/mol. The LUMO energy comes out at 0.0270 Ha. The total energy comes out at -26958.3504 eV. Its HOMO-LUMO gap is 0.3166 Ha. Its SMILES is C1CSSC1.O.

# 7
DFT (the ωB97M-V functional and the def2-TZVPD basis) results for a single C3H8OS2 molecule.

Structure (XYZ):
```
14
Properties=species:S:1:pos:R:3:lowdin_charge:R:1
C -0.2800 -0.4638 -0.3111 -0.237
C 0.1230 -1.2803 0.9057 -0.272
O 0.7014 -2.5305 0.5401 -0.069
C 0.6177 0.8097 -0.6548 -0.546
S -0.2762 1.8799 -1.8987 0.404
S -0.9584 3.3053 -0.5275 0.303
H -0.3238 -1.0401 -1.2383 0.108
H -1.2725 0.0467 -0.2001 0.085
H -0.7560 -1.4491 1.5428 0.115
H 0.8767 -0.6801 1.4478 0.118
H 1.0409 -2.9251 1.3428 0.078
H 0.8834 1.4784 0.1612 0.036
H 1.5326 0.4026 -1.0685 0.062
H -1.9090 2.4464 -0.0414 -0.185
```

Its energy above the lowest of the compared OMol25 structures with the same formula, charge and spin is 52.9 kJ/mol. The LUMO energy comes out at 0.0164 Ha. The total energy comes out at -26958.0607 eV. Its HOMO-LUMO gap is 0.3499 Ha. Its SMILES is OCCCSS.

# 8
DFT (the ωB97M-V functional and the def2-TZVPD basis) results for 2 unconnected molecules or ions with the total composition C3H8OS3.

Structure (XYZ):
```
15
Properties=species:S:1:pos:R:3:lowdin_charge:R:1
O 0.6706 -4.3800 -0.4102 -0.087
H 0.3778 -5.0157 0.2815 0.058
H 0.0374 -4.5114 -1.1519 0.054
S -2.4831 -1.5006 -0.9596 0.733
S 0.0000 0.0000 0.0000 0.750
S -1.7348 1.1359 -2.2121 0.754
C -0.6831 -1.6100 -0.4672 -0.812
C -2.2687 -0.5482 -2.4798 -0.852
C -0.0929 0.8793 -1.6172 -0.835
H -0.0834 -2.0182 -1.3034 0.033
H -0.6599 -2.3496 0.3561 0.028
H -3.2176 -0.5796 -3.0490 0.045
H -1.4821 -1.0041 -3.1113 0.042
H 0.3134 1.8618 -1.3087 0.035
H 0.5863 0.4601 -2.3844 0.054
```

Its energy above the lowest of the compared OMol25 structures with the same formula, charge and spin is 0.0 kJ/mol. The LUMO energy comes out at 0.0179 Ha. The total energy comes out at -37793.5507 eV. Its HOMO-LUMO gap is 0.3321 Ha. Its SMILES is C1SCSCS1.O.

# 9
DFT (the ωB97M-V functional and the def2-TZVPD basis) results for a single C3H8OSi molecule.

Structure (XYZ):
```
13
Properties=species:S:1:pos:R:3:lowdin_charge:R:1
C 0.4683 -1.6082 0.8040 0.029
C -0.0707 -0.4194 0.5467 -0.509
C 0.0572 0.6535 1.5752 -0.052
O -0.6277 -0.1282 -0.6587 -0.297
Si -0.2626 0.5942 -2.0990 0.602
H 0.3309 -2.5170 0.1696 0.072
H 1.0089 -1.8956 1.7595 0.080
H -0.9654 0.9030 2.1430 0.135
H 0.9474 0.2909 2.1691 0.097
H 0.2255 1.5713 1.0973 0.040
H 0.1096 -0.2181 -3.2305 -0.087
H -1.6687 0.7717 -2.1460 -0.065
H 0.4474 2.0019 -2.1303 -0.044
```

Its energy above the lowest of the compared OMol25 structures with the same formula, charge and spin is 178.8 kJ/mol. The LUMO energy comes out at 0.0293 Ha. The total energy comes out at -13164.1749 eV. Its HOMO-LUMO gap is 0.3609 Ha. Its SMILES is C=C(C)O[SiH3].

# 10
DFT (the ωB97M-V functional and the def2-TZVPD basis) results for 2 unconnected molecules or ions with the total composition C3H8OSi.

Structure (XYZ):
```
13
Properties=species:S:1:pos:R:3:lowdin_charge:R:1
C -1.7058 -0.6405 -1.4688 -0.220
C 0.2506 -1.7445 0.9427 -0.224
C 1.0124 2.4307 0.4914 0.025
O -0.4465 -1.1830 -2.0977 -0.343
Si -0.0060 -0.6281 -0.5902 0.727
H -2.1656 0.2073 -1.9462 0.042
H -2.2528 -1.4564 -1.1810 0.009
H 0.7221 -2.6332 0.6202 -0.005
H 1.0892 -1.3684 1.6133 0.045
H -0.6963 -1.9045 1.3825 0.004
H 0.0185 2.8043 0.0427 0.009
H 0.8804 1.9937 1.5289 -0.004
H 1.9354 2.5902 0.0567 -0.067
```

Its energy above the lowest of the compared OMol25 structures with the same formula, charge and spin is 459.1 kJ/mol. The LUMO energy (spin up / spin down) comes out at -0.0008 / -0.0285 Ha. The total energy comes out at -13161.2699 eV. Its HOMO-LUMO gap (spin up / spin down) is 0.2902 / 0.2951 Ha.